No. 1
ORCA calculation (ωB97M-V/def2-TZVPD) on a molecular structure, C13H27LiN3NbO3 at a distorted geometry.

Each line ends with the Löwdin charge.
Cartesian coordinates (Å):
1 Li 2.60239 0.22663 -1.95241  0.743
2 H -2.84645 -0.28717 -0.79913  0.074
3 O 2.48575 1.16906 1.28399  -0.215
4 H 0.35693 -2.77136 1.46844  0.113
5 C 0.32131 -1.67452 -2.63181  -0.036
6 H -3.60161 1.26326 -1.24731  0.112
7 C 0.33184 -2.35572 -1.27341  -0.636
8 H 4.22057 3.45135 1.10028  0.120
9 C -2.68290 0.79823 -0.85316  -0.032
10 H -0.08557 -2.37997 -3.37176  0.118
11 H 2.32263 -3.20852 -1.43010  0.096
12 N 0.75780 -1.41245 -0.20703  -0.241
13 H -1.58535 0.09706 3.07145  0.119
14 H -1.20933 1.83213 2.92983  0.109
15 H -3.71504 0.01143 1.65277  0.101
16 C -0.96023 0.83369 2.53983  -0.107
17 O 1.07128 2.87474 -2.78219  0.208
18 H -0.30613 -0.77868 -2.64180  0.073
19 H 2.09179 -2.58307 1.01846  0.115
20 C 4.49952 2.40463 1.28630  0.036
21 C -2.17892 2.87270 0.44103  -0.019
22 H 4.53927 2.16628 2.35576  0.106
23 H 0.12710 0.64312 2.79382  0.074
24 H -4.51666 1.45593 0.98150  0.112
25 C -1.06739 -2.89130 -0.95436  -0.017
26 C 1.29077 -3.54883 -1.30207  -0.031
27 H -3.49668 1.62981 2.42674  0.095
28 C 0.89968 1.98420 -2.01291  -0.421
29 H 1.26654 -1.32127 1.94307  0.066
30 H -1.39816 -3.58835 -1.73945  0.116
31 H 1.34202 -1.41630 -2.96114  0.075
32 C -3.59815 1.09036 1.47013  -0.026
33 H 5.49682 2.25310 0.87345  0.106
34 C 3.53095 1.52614 0.56950  -0.575
35 H 1.04189 -4.21475 -2.14002  0.116
36 H -1.31944 3.08056 -0.21364  0.078
37 H -1.97799 3.28899 1.43885  0.090
38 N 0.60435 1.19169 -1.14354  -0.078
39 H -1.84936 1.02040 -1.53342  0.061
40 Nb 0.69244 0.30922 0.71204  1.882
41 C -2.40354 1.36084 0.53816  -0.645
42 H -1.81013 -2.08825 -0.89209  0.067
43 N -1.17223 0.76309 1.06371  -0.229
44 C 1.12372 -2.06752 1.11404  -0.107
45 H -1.08894 -3.43350 -0.00090  0.089
46 H -3.07476 3.36318 0.02987  0.115
47 O 3.67739 1.19749 -0.64163  -0.063
48 H 1.25022 -4.13781 -0.37774  0.093

Computed properties:
HOMO-LUMO gap (alpha / beta), eV: 7.35 / 7.36
LUMO (alpha / beta), eV: -8.937 / -8.937
Net charge: +2



No. 2
ORCA calculation (ωB97M-V/def2-TZVPD) on a molecular structure, C15H32N3O7P2SiV.

Each line ends with the Löwdin charge.
Cartesian coordinates (Å):
1 C -2.74736 -0.93620 3.33944  -0.150
2 H -3.11600 -1.35380 4.27536  0.126
3 N -3.63912 0.20317 2.93829  0.175
4 H -3.91325 0.80439 3.71981  0.184
5 H 1.51982 -0.55896 -2.36417  0.043
6 H -2.32215 -4.41584 -4.35776  0.143
7 V -0.26225 0.74227 0.60759  0.930
8 Si -0.24761 3.69156 -0.97817  0.474
9 H -0.79420 5.14009 0.94063  0.050
10 H -0.44322 -1.75508 -1.62807  0.088
11 H 0.47321 -1.99401 4.99578  0.138
12 H 0.34439 0.65103 5.00885  0.118
13 C -2.41900 -3.70069 -3.55188  0.067
14 H -4.55506 -3.81585 -3.42826  0.133
15 C -2.59827 -1.85952 -1.47630  -0.124
16 C -1.11214 2.88499 -2.39948  -0.143
17 H -1.32670 3.64123 -3.15971  0.062
18 H -1.20351 0.25719 5.75098  0.118
19 N 0.05486 -3.45056 -3.53267  -0.330
20 H -1.47951 5.74467 -0.56204  0.062
21 H -0.49950 2.11897 -2.88064  0.041
22 H 3.22731 1.65638 0.69021  0.062
23 H -4.72357 -2.18829 -1.57260  0.136
24 C -3.75876 -2.44972 -1.98603  0.037
25 H 1.70552 -2.22590 1.33811  0.043
26 C -1.28871 -3.10534 -3.01967  -0.101
27 O 0.12373 -4.23046 -4.44007  0.163
28 H -2.06976 2.44598 -2.11097  0.043
29 H -3.19006 0.77995 2.22312  0.137
30 O 1.00419 -2.90863 -2.98170  0.043
31 H -2.85043 -1.70172 2.56958  0.114
32 P -0.93620 -0.62733 3.40324  0.501
33 H -0.41456 -1.81834 6.39093  0.182
34 H 1.97816 4.59150 -0.42835  0.052
35 H 1.05662 -1.08984 6.29091  0.184
36 O -3.63861 -0.59040 0.27626  0.121
37 C -1.29218 4.83702 0.01848  -0.144
38 H 2.05924 3.56493 -1.87764  0.034
39 O -1.46907 -0.31575 -0.06179  -0.196
40 C 2.21318 0.03056 -1.76191  -0.188
41 H 1.27116 -2.51057 -0.36312  0.044
42 O -0.24317 -1.90703 3.15233  -0.276
43 C -2.67480 -0.91280 -0.36843  -0.428
44 H 3.07752 0.45720 1.99281  0.058
45 H 2.13504 1.08635 -2.01851  0.046
46 O 0.04006 2.31213 0.15364  -0.381
47 C 3.21613 0.59114 0.92060  -0.203
48 H -2.26555 4.40701 0.26086  0.042
49 H 2.97456 -2.35055 0.09137  0.084
50 H 4.17448 0.15514 0.63132  0.080
51 C -1.35564 -2.18765 -2.00229  0.058
52 C 1.96370 -1.99632 0.30519  -0.195
53 H 3.22617 -0.31382 -1.98408  0.087
54 C -3.66175 -3.36061 -3.02447  0.003
55 H -4.49071 -0.16704 2.50263  0.172
56 H 1.39360 5.18464 -1.97577  0.063
57 C 1.45477 4.29720 -1.33975  -0.140
58 P 1.89931 -0.22191 -0.00529  0.825
59 O -0.64638 0.59771 2.50104  -0.396
60 N 0.22046 -1.33218 5.75253  0.169
61 C -0.41323 -0.12467 5.10761  -0.141

Computed properties:
Multiplicity: 2
HOMO-LUMO gap (alpha / beta), eV: 7.61 / 8.23
LUMO (alpha / beta), eV: -9.834 / -9.215
ΔE to the lowest compared entry with this formula, charge and spin, kcal per mole: 18.0
Net charge: +3



No. 3
ORCA calculation (ωB97M-V/def2-TZVPD) on 3 unconnected molecules or ions with the total composition C22H45F3NO3 at a distorted geometry.

Each line ends with the Löwdin charge.
Cartesian coordinates (Å):
1 C -1.76589 3.47953 2.78739  -0.489
2 O 2.82272 0.87522 -3.78757  -0.062
3 C -4.47809 0.08057 0.54275  -0.046
4 C 0.12196 -3.71532 0.48125  -0.563
5 H -2.72421 4.93066 4.08331  0.084
6 H 4.23357 1.37985 -5.99093  0.083
7 H -4.20135 -2.53178 -0.41521  0.083
8 H 0.48917 0.69018 1.38205  0.121
9 H -1.70251 1.97892 4.34226  0.078
10 C -1.77864 0.40022 -1.97235  -0.181
11 H 0.10072 2.98377 3.05823  0.086
12 C 1.58645 0.97502 -0.47502  -0.150
13 N 1.33789 -3.30274 1.24178  0.074
14 H 4.93867 -0.01757 -5.18973  0.083
15 F -0.75696 -2.71847 0.45320  0.219
16 H -1.73645 0.18112 0.26020  0.082
17 H -3.25575 -2.18055 -1.85304  0.071
18 H 0.14072 -0.60876 -1.84349  0.093
19 H 2.35356 0.44064 -1.04050  0.107
20 C -2.32990 2.25247 3.48827  -0.059
21 C 4.08068 0.32255 -5.77656  -0.057
22 C 2.55903 -1.35208 -4.68407  -0.061
23 H -0.60042 3.32477 -1.68190  0.087
24 H 1.78795 -2.05758 -0.47768  0.138
25 H -0.08202 0.41663 -3.23333  0.105
26 H -5.03293 -0.67037 1.10746  0.077
27 H -2.34607 1.39778 2.80881  0.052
28 H 1.16502 1.91810 -2.29965  0.111
29 H -2.19886 1.36036 -2.25569  0.120
30 H -0.12501 -1.25463 2.62508  0.153
31 H 1.93893 -4.12632 1.19684  0.201
32 H 1.74497 -1.42741 4.95146  0.101
33 F 0.50199 -4.07637 -0.75577  0.199
34 H -5.16973 0.70343 -0.01662  0.094
35 H 4.06775 -0.22539 -6.71905  0.084
36 C -0.26076 0.35568 -2.16182  -0.155
37 H -2.37321 3.71447 1.91223  0.140
38 O 1.93347 -0.85596 2.64969  -0.045
39 H -3.88572 0.71686 1.19369  0.057
40 H 0.29094 -3.69810 3.09842  0.146
41 F -0.41143 -4.78501 1.09837  0.193
42 C 0.72926 -1.50756 4.57986  0.011
43 H 3.37326 -1.74085 -4.06387  0.078
44 C 2.09949 -2.18739 0.55281  0.008
45 C 0.56687 1.49181 -1.50093  -0.345
46 C 2.04102 -0.81444 1.23711  -0.278
47 C 1.07545 -3.06236 2.70526  -0.025
48 H 1.95013 0.50381 -5.57931  0.141
49 C -4.01144 -1.78297 -1.18613  -0.062
50 C -2.32254 -0.00733 -0.63588  -0.109
51 H -1.08463 4.47705 4.57960  0.083
52 C 0.81237 -1.61084 3.05734  -0.372
53 C -1.72770 4.68005 3.71872  -0.055
54 H -1.31660 5.54861 3.20487  0.083
55 H 0.22666 -2.38915 4.96532  0.092
56 H 3.13378 -2.51092 0.50584  0.148
57 C 2.78988 0.11817 -5.00072  -0.489
58 H -4.96914 -1.65128 -1.69198  0.082
59 H 2.99347 -0.33728 1.02933  0.156
60 C 0.96691 0.09958 0.60656  -0.134
61 H 2.03781 1.84132 0.00266  0.125
62 H 1.63045 -1.48042 -4.12390  0.063
63 H 0.21581 -0.55164 0.16545  0.070
64 H -3.34384 2.42961 3.84810  0.086
65 O -0.45277 3.19509 2.29910  -0.069
66 H -2.19523 -0.31389 -2.69290  0.113
67 C -3.55647 -0.55892 -0.45560  -0.342
68 H 2.50213 -1.95083 -5.59328  0.084
69 H -1.05084 2.32415 -0.25274  0.059
70 C -0.25225 2.64113 -0.91428  -0.059
71 H 1.98951 -3.34020 3.22304  0.160
72 H 3.56105 0.55158 -3.26196  0.083
73 H 0.42534 3.23272 -0.30184  0.073
74 H 0.18257 -0.61078 4.84155  0.088

Computed properties:
HOMO-LUMO gap, eV: 6.82
LUMO, eV: -3.072
Net charge: +1



No. 4
ORCA calculation (ωB97M-V/def2-TZVPD) on 2 unconnected molecules or ions with the total composition C7H16NO2S at a distorted geometry.

Each line ends with the Löwdin charge.
Cartesian coordinates (Å):
1 H -2.62470 0.55547 -1.52208  0.072
2 H -0.98189 -0.98916 0.60539  0.085
3 O 2.93128 1.63241 0.58175  -0.566
4 H -0.69779 -1.77984 3.06599  0.082
5 H -1.81765 0.40750 2.31081  0.096
6 H -0.17603 0.50561 3.16598  0.082
7 H 1.23867 0.63797 -3.34023  0.050
8 N 1.00138 -0.31074 0.49285  -0.176
9 C 0.68700 0.13309 -2.60708  -0.052
10 O 3.41980 -0.48952 1.49451  -0.578
11 H -0.39469 1.44754 1.59038  0.060
12 S 2.37101 0.57517 1.46732  0.649
13 H 1.39432 -1.20396 0.28985  0.046
14 C -0.60440 0.79744 -2.04253  -0.388
15 H 0.22247 2.73818 -1.81283  0.060
16 H 1.24879 -0.03190 -1.72358  0.033
17 H -2.01273 -0.63764 -2.80421  0.069
18 H -1.42707 2.43929 -1.26168  0.003
19 C -0.67035 0.51910 2.12349  -0.126
20 H -1.44882 -0.79384 -1.13086  0.066
21 H 0.36832 -0.81491 -3.01325  0.057
22 H -0.27475 -2.75347 1.54518  0.027
23 C -0.16078 -0.60596 1.24491  -0.581
24 C -1.82045 -0.06886 -1.89859  -0.076
25 C -0.54025 2.04230 -1.52644  0.024
26 H 0.86404 -2.03182 2.59132  0.057
27 C -0.09470 -1.91944 2.11364  -0.075

Computed properties:
HOMO-LUMO gap, eV: 7.01
LUMO, eV: 3.404
ΔE to the lowest compared entry with this formula, charge and spin, kcal per mole: 6.5
Net charge: -1



No. 5
ORCA calculation (ωB97M-V/def2-TZVPD) on C3H4N2OS2 in the gas phase at a distorted geometry.

Each line ends with the Löwdin charge.
Cartesian coordinates (Å):
1 N 2.23075 0.27041 0.09215  -0.346
2 C -1.66781 -0.67049 -0.01977  -0.664
3 N -2.81585 -0.00308 0.21983  0.143
4 S 0.89678 -0.80168 -0.00819  0.983
5 C 3.41908 -0.22399 0.03834  -0.120
6 H 3.52528 -1.30391 -0.04888  0.056
7 S -0.43995 1.87697 -0.07479  0.716
8 O -1.53952 -1.86638 -0.12149  0.017
9 C -0.44510 0.25805 -0.04365  -1.035
10 H -2.82528 1.00851 0.10390  0.056
11 H -3.72103 -0.44943 0.06885  0.125
12 H 4.28669 0.41845 0.14228  0.070

Computed properties:
HOMO-LUMO gap, eV: 7.99
SMILES: C=NSC(=S)C(N)=O
LUMO, eV: -0.936
ΔE to the lowest compared entry with this formula, charge and spin, kcal per mole: 26.5
Net charge: 0



No. 6
ORCA calculation (ωB97M-V/def2-TZVPD) on 2 unconnected molecules or ions with the total composition C4H8NO3S at a distorted geometry.

Each line ends with the Löwdin charge.
Cartesian coordinates (Å):
1 H -2.50283 -0.58543 1.70189  -0.025
2 C 2.12717 0.48402 -0.72287  -0.210
3 H 2.58097 0.72340 -1.63717  0.091
4 H 2.72984 -0.11789 -0.10498  0.090
5 H -3.85222 -1.23053 0.85749  -0.011
6 O 0.97453 -0.32088 -0.88912  -0.066
7 N -0.06500 -2.28947 -0.09373  0.275
8 H 2.21651 2.76613 -0.06938  0.115
9 H -2.50531 -2.03330 0.62048  0.020
10 S -2.35723 0.04967 -0.54819  0.676
11 H 0.68814 2.17133 -0.65852  0.046
12 C -2.83515 -1.00669 0.86455  -0.394
13 C 0.90362 -1.51153 -0.20895  -0.794
14 H 1.30128 1.66592 0.76098  0.017
15 O 1.85969 -1.99225 0.48530  -0.029
16 C 1.53291 1.79514 -0.19958  -0.056
17 O -2.79691 1.43235 -0.15819  -0.745

Computed properties:
HOMO-LUMO gap (alpha / beta), eV: 4.42 / 4.43
LUMO (alpha / beta), eV: 2.136 / 2.140
ΔE to the lowest compared entry with this formula, charge and spin, kcal per mole: 143.2
Net charge: -1



No. 7
ORCA calculation (ωB97M-V/def2-TZVPD) on a molecular structure, C23H41N2OP3Tl at a distorted geometry.

Each line ends with the Löwdin charge.
Cartesian coordinates (Å):
1 C 5.26899 -3.77331 2.09820  -0.126
2 H 2.48691 3.52501 0.47967  0.070
3 H -3.90895 -1.57005 0.47511  0.069
4 H -2.64166 1.75537 2.79121  0.047
5 C -4.03671 -1.27829 -0.58133  -0.187
6 N 6.07426 -4.29678 2.77202  0.221
7 H 1.91525 -1.98545 3.14929  0.046
8 P -1.72435 2.04941 0.54934  0.743
9 H -3.51363 -1.56958 -3.60940  0.090
10 H 3.57215 2.12261 -0.10198  0.061
11 C -3.50238 4.56070 -6.76888  -0.044
12 O -4.06639 1.98993 -4.18385  0.003
13 C -3.89318 3.19789 -4.81804  -0.294
14 C -2.71936 -0.92558 -3.19552  -0.219
15 Tl -0.50144 -0.28111 -0.67077  0.770
16 H -4.50453 1.33545 -4.77350  0.128
17 H -1.89018 2.96245 -1.69140  0.051
18 H -3.11248 3.66175 -0.58814  0.078
19 H -1.11971 -3.41460 -2.09160  0.077
20 H -2.04956 5.91946 -3.98055  0.114
21 H -2.20584 6.26606 -6.46378  0.120
22 H -0.46053 1.27776 3.56540  0.025
23 H 0.61059 -2.43037 4.28830  0.073
24 C 2.26594 -3.20436 -0.04977  -0.129
25 H -0.42283 3.35643 2.13129  0.059
26 H 3.20024 -4.94973 0.80271  0.140
27 H -1.65686 -1.71373 4.28817  0.071
28 H 1.25044 0.78283 3.38942  0.057
29 H 0.07525 3.69319 0.44306  0.027
30 H -3.01353 0.13959 -3.24595  0.042
31 C 2.69698 2.76419 -0.28095  -0.041
32 H -3.62083 4.75242 -7.83929  0.126
33 C 4.24117 -3.11676 1.30911  -0.192
34 C -2.07283 -3.26431 -1.54431  -0.212
35 C -1.83028 -1.44127 3.23595  -0.261
36 H 0.72161 -3.19670 2.68358  0.049
37 H -1.78054 -1.06306 -3.76410  0.082
38 C 3.23394 -3.86909 0.70361  0.018
39 H -1.96932 -3.66798 -0.51734  0.077
40 C 0.85936 -2.25893 3.23279  -0.256
41 H -1.44866 4.39972 1.09484  0.084
42 H 2.21984 1.87278 -2.13894  0.061
43 H -3.29482 4.02190 -2.93567  0.074
44 H -4.75425 -1.94643 -1.08206  0.097
45 H -4.73413 2.76061 -6.78244  0.125
46 H 5.03064 -1.11215 1.55347  0.136
47 H 0.23935 0.04487 4.67789  0.076
48 H -3.36150 2.03160 -1.28477  0.042
49 C -2.61111 2.73357 -0.89468  -0.284
50 P -2.50424 -1.50130 -1.49260  0.652
51 H 1.03143 3.17771 -1.55505  0.044
52 P -0.20569 -0.95175 2.51508  0.760
53 C -4.11642 3.44301 -6.19108  0.002
54 H 1.47575 -3.77047 -0.54645  0.115
55 C 3.23375 -1.14737 0.37688  -0.125
56 C -0.78668 3.52053 1.10673  -0.212
57 C -2.72653 5.43370 -5.99032  -0.053
58 H -3.62652 2.86816 1.78541  0.085
59 C 4.25694 -1.73374 1.12430  0.022
60 H 3.22633 -0.07031 0.18776  0.091
61 C 0.23967 0.43185 3.64714  -0.249
62 C -2.63596 5.24625 -4.60684  -0.058
63 C 1.95001 2.60537 -1.36527  -0.090
64 H -2.21868 -2.31537 2.69060  0.044
65 C -3.29835 4.17347 -4.00952  -0.033
66 H -4.37444 -0.22961 -0.63410  0.065
67 H -3.73401 1.09634 1.52940  0.044
68 H -2.57035 -0.62731 3.17550  0.031
69 H -2.91309 -3.74500 -2.07811  0.089
70 C -3.06130 1.92630 1.78938  -0.224
71 N 2.24911 -1.87607 -0.14495  0.013

Computed properties:
HOMO-LUMO gap (alpha / beta), eV: 2.07 / 2.05
LUMO (alpha / beta), eV: -12.786 / -12.795
ΔE to the lowest compared entry with this formula, charge and spin, kcal per mole: 26.7
Net charge: +3



No. 8
ORCA calculation (ωB97M-V/def2-TZVPD) on a molecular structure, C3H3NO4 at a distorted geometry.

Each line ends with the Löwdin charge.
Cartesian coordinates (Å):
1 C 1.29494 -0.36590 0.16730  -0.411
2 H -0.52606 0.31126 1.68763  0.205
3 H 1.72568 1.16922 -1.34852  0.192
4 N 1.52570 1.03095 -0.27922  0.168
5 O 0.00952 -0.77675 0.24054  0.129
6 C -2.06511 0.20500 -0.01784  -0.110
7 C -0.54958 0.34619 0.47118  -0.487
8 H -2.94931 1.20161 0.36799  0.209
9 O 0.06290 1.49943 -0.03287  -0.048
10 O -2.40548 -0.90962 -0.44567  0.046
11 O 2.20660 -1.18938 -0.07155  0.108

Computed properties:
HOMO-LUMO gap, eV: 9.82
LUMO, eV: -0.413
ΔE to the lowest compared entry with this formula, charge and spin, kcal per mole: 146.3
Net charge: 0



E_tot (eV)
-26274.5290, -86998.2233, -39320.6271, -23937.6950, -29872.9938, -22740.8721, -62073.9283, -12833.9768